# 1
Density functional theory data (the ωB97M-V functional and the def2-TZVPD basis) for a molecular structure, C46H52BCl2N9OP2SSe2Sr at a distorted geometry.

DFT total energy: -9212.0675 hartree
gap between HOMO and LUMO: 7.439 eV

Geometry as XYZ:
```
117
C46H52BCl2N9OP2SSe2Sr | the OMol25 dataset | the ωB97M-V functional and the def2-TZVPD basis
Sr 0.390 -1.785 0.008
C -3.162 -2.796 1.715
C -1.963 -3.632 2.037
C -1.886 -4.701 2.951
C -0.577 -5.120 2.908
C 0.084 -6.224 3.671
N 0.075 -4.340 2.015
N -0.787 -3.418 1.471
B 1.582 -4.385 1.687
N 2.303 -3.089 2.215
N 1.915 -1.848 1.792
C 2.644 -0.959 2.458
C 2.419 0.509 2.261
C 3.530 -1.622 3.318
C 3.272 -2.971 3.140
C 3.876 -4.146 3.841
N 1.810 -4.589 0.139
N 1.103 -3.913 -0.825
C 1.444 -4.448 -1.994
C 0.840 -3.995 -3.284
C 2.396 -5.457 -1.805
C 2.591 -5.522 -0.439
C 3.489 -6.431 0.338
H -3.414 -2.147 2.556
H -4.025 -3.431 1.507
H -2.984 -2.155 0.857
H -2.679 -5.107 3.560
H -0.660 -6.722 4.291
H 0.875 -5.852 4.325
H 0.530 -6.966 3.008
H 2.072 -5.326 2.242
H 2.330 0.752 1.199
H 3.245 1.082 2.683
H 1.497 0.827 2.754
H 4.248 -1.185 3.993
H 4.674 -3.803 4.498
H 4.293 -4.872 3.142
H 3.137 -4.670 4.449
H 0.496 -2.962 -3.237
H -0.023 -4.612 -3.545
H 1.566 -4.084 -4.094
H 2.859 -6.080 -2.554
H 4.046 -7.064 -0.351
H 2.923 -7.071 1.014
H 4.203 -5.869 0.942
Cl -2.140 -2.766 -1.856
C -3.607 -1.964 -2.461
Cl -4.110 -0.533 -1.560
H -4.401 -2.692 -2.364
H -3.421 -1.690 -3.491
Se -2.751 2.637 4.091
P -2.771 2.998 2.022
C -2.037 4.630 1.727
C -0.729 4.835 2.176
C -0.160 6.094 2.133
C -0.911 7.178 1.688
C -2.219 6.988 1.278
C -2.779 5.713 1.280
C -4.442 3.065 1.316
C -4.678 2.769 -0.021
C -5.961 2.854 -0.545
C -7.017 3.234 0.271
C -6.790 3.516 1.612
C -5.508 3.426 2.138
C -1.853 1.728 1.064
C -1.358 1.405 -0.231
N -0.928 0.142 -0.174
N -1.135 -0.311 1.068
N -1.692 0.607 1.806
P -0.861 1.960 -1.913
Se -0.877 0.354 -3.305
C 0.817 2.619 -1.693
C 1.703 2.577 -2.769
C 2.993 3.065 -2.626
C 3.412 3.584 -1.405
C 2.535 3.619 -0.331
C 1.239 3.137 -0.476
C -1.813 3.343 -2.596
C -2.905 3.029 -3.411
C -3.635 4.030 -4.023
C -3.257 5.358 -3.862
C -2.164 5.673 -3.075
C -1.450 4.672 -2.421
H -0.175 4.001 2.593
H 0.855 6.241 2.482
H -0.477 8.171 1.681
H -2.814 7.833 0.955
H -3.803 5.575 0.954
H -3.864 2.460 -0.659
H -6.131 2.613 -1.588
H -8.018 3.303 -0.136
H -7.614 3.798 2.254
H -5.322 3.621 3.187
H 1.374 2.148 -3.707
H 3.673 3.043 -3.470
H 4.423 3.958 -1.292
H 2.860 4.008 0.627
H 0.564 3.150 0.371
H -3.157 1.988 -3.573
H -4.484 3.777 -4.645
H -3.809 6.144 -4.362
H -1.857 6.703 -2.964
H -0.597 4.939 -1.807
O 1.912 -0.296 -1.004
S 2.606 -1.371 -1.829
C 3.581 -0.515 -3.082
C 4.955 -1.173 -3.069
C 5.316 -1.303 -1.589
C 4.088 -1.903 -0.904
H 3.603 0.522 -2.740
H 3.053 -0.576 -4.032
H 5.682 -0.586 -3.630
H 4.903 -2.162 -3.533
H 5.518 -0.312 -1.176
H 6.201 -1.916 -1.426
H 3.926 -1.568 0.122
H 4.087 -2.996 -0.922
```

# 2
Density functional theory data (the ωB97M-V functional and the def2-TZVPD basis) for a molecular structure, C46H52BF3N6O2S3SbSn.

energy above the lowest of the compared OMol25 structures with the same formula, charge and spin: 0.0 kcal/mol
DFT total energy: -4235.8897 hartree
charge: +3
gap between HOMO and LUMO: 7.450 eV

Geometry as XYZ:
```
115
C46H52BF3N6O2S3SbSn | the OMol25 dataset | the ωB97M-V functional and the def2-TZVPD basis
Sn 0.020 1.782 0.335
C 3.896 -1.901 1.070
C 2.803 -2.500 0.240
C 2.747 -3.835 -0.022
C 1.711 -4.397 -0.809
N 0.736 -3.645 -1.251
N 0.799 -2.324 -1.001
B -0.360 -1.526 -1.577
N -1.484 -1.200 -0.613
N -1.765 -2.154 -1.521
C -2.902 -2.795 -1.567
C -3.810 -2.457 -0.522
C -3.509 -1.564 0.466
C -4.447 -1.272 1.590
C -2.236 -0.873 0.413
S -1.744 0.286 1.559
C -3.197 -3.798 -2.650
C -2.030 -3.881 -3.634
C -3.438 -5.162 -1.978
C -4.471 -3.343 -3.382
N 0.005 -0.681 -2.783
N 0.689 -1.488 -3.616
C 1.126 -0.999 -4.741
C 0.933 0.375 -5.039
C 0.239 1.193 -4.198
C 0.038 2.647 -4.492
C -0.286 0.608 -3.008
S -1.318 1.492 -1.937
C 1.821 -1.938 -5.710
C 2.089 -3.295 -5.060
C 0.883 -2.120 -6.917
C 3.147 -1.314 -6.172
C 1.768 -1.702 -0.322
S 1.862 0.029 -0.221
C 1.719 -5.879 -1.142
C 1.682 -6.682 0.168
C 0.525 -6.265 -2.010
C 3.017 -6.183 -1.909
H 4.375 -2.668 1.675
H 3.513 -1.115 1.716
H 4.656 -1.449 0.428
H 3.512 -4.485 0.386
H -4.773 -2.951 -0.508
H -5.335 -1.897 1.537
H -4.746 -0.221 1.565
H -3.950 -1.433 2.549
H -1.098 -4.142 -3.131
H -1.890 -2.931 -4.160
H -2.247 -4.647 -4.378
H -2.583 -5.466 -1.373
H -3.592 -5.914 -2.753
H -4.327 -5.152 -1.344
H -4.363 -2.335 -3.790
H -5.351 -3.367 -2.736
H -4.656 -4.025 -4.214
H 1.357 0.785 -5.947
H 0.688 2.964 -5.304
H 0.242 3.252 -3.610
H -0.997 2.843 -4.779
H 1.166 -3.759 -4.708
H 2.767 -3.196 -4.207
H 2.552 -3.956 -5.793
H -0.041 -2.626 -6.624
H 1.379 -2.729 -7.674
H 0.622 -1.164 -7.376
H 3.776 -1.033 -5.324
H 2.994 -0.435 -6.801
H 3.695 -2.044 -6.768
H 0.769 -6.477 0.731
H 2.540 -6.471 0.809
H 1.704 -7.747 -0.065
H -0.417 -6.049 -1.507
H 0.565 -7.336 -2.213
H 0.545 -5.738 -2.965
H 3.910 -5.927 -1.335
H 3.046 -5.645 -2.860
H 3.063 -7.252 -2.126
O 0.761 3.300 5.155
C 0.764 2.480 4.128
O 0.337 2.754 3.023
H 1.184 1.496 4.362
F 0.703 7.054 10.557
C 0.531 6.637 9.312
C 0.246 7.574 8.332
C 0.078 7.139 7.030
C 0.200 5.778 6.752
C 0.478 4.840 7.745
C 0.646 5.283 9.046
Sb 0.016 5.150 4.777
C -1.899 4.799 4.059
C -2.163 4.798 2.691
C -3.450 4.544 2.259
C -4.434 4.295 3.205
F -5.664 4.035 2.781
C -4.186 4.301 4.566
C -2.899 4.564 5.002
C 1.491 5.854 3.488
C 1.191 6.372 2.230
C 2.229 6.697 1.375
C 3.531 6.493 1.802
F 4.523 6.777 0.967
C 3.841 6.014 3.063
C 2.805 5.691 3.921
H 0.163 8.620 8.595
H -0.144 7.864 6.254
H 0.569 3.788 7.520
H 0.866 4.596 9.852
H -1.381 4.975 1.967
H -3.706 4.544 1.208
H -4.993 4.110 5.261
H -2.688 4.581 6.064
H 0.172 6.560 1.922
H 2.046 7.118 0.395
H 4.877 5.906 3.357
H 3.028 5.323 4.916
```

# 3
Density functional theory data (the ωB97M-V functional and the def2-TZVPD basis) for a molecular structure, C46H52Br2CsN15O4SeSi at a distorted geometry.

DFT total energy: -10765.6445 hartree
charge: -2
gap between HOMO and LUMO: 5.062 eV

Geometry as XYZ:
```
122
C46H52Br2CsN15O4SeSi | the OMol25 dataset | the ωB97M-V functional and the def2-TZVPD basis
Cs 1.697 2.654 0.643
Br -2.282 3.761 3.210
C -0.828 3.525 4.454
Br -0.756 1.741 5.197
H -0.988 4.203 5.281
H 0.109 3.709 3.930
N 5.698 1.459 2.200
C 5.399 0.899 3.418
C 4.195 0.286 3.242
N 3.743 0.465 1.963
C 4.662 1.179 1.360
C 4.589 1.625 -0.025
N 3.654 1.259 -0.862
C 3.924 1.893 -2.047
C 5.044 2.659 -1.914
N 5.470 2.485 -0.615
H 6.484 2.051 2.009
H 6.043 1.006 4.271
H 3.613 -0.252 3.971
H 3.273 1.756 -2.900
H 5.554 3.319 -2.593
H 6.192 3.015 -0.165
C -4.543 -6.715 2.049
O -4.100 -5.792 1.084
C -4.912 -4.710 0.844
C -6.146 -4.516 1.445
C -6.898 -3.393 1.111
C -6.429 -2.446 0.216
C -5.187 -2.665 -0.394
C -4.439 -3.782 -0.083
N -7.334 -1.408 -0.157
N -6.973 -0.234 -0.430
C -5.721 0.324 -0.181
C -5.332 1.261 -1.137
C -4.065 1.801 -1.201
C -3.061 1.460 -0.255
O -1.877 1.872 -0.317
C -3.507 0.604 0.868
N -2.610 0.405 1.849
C -2.969 -0.277 2.909
C -4.269 -0.767 3.095
C -5.190 -0.586 2.099
C -4.819 0.075 0.911
H -3.766 -7.473 2.129
H -5.481 -7.194 1.750
H -4.685 -6.240 3.026
H -6.541 -5.222 2.162
H -7.874 -3.242 1.556
H -4.799 -1.948 -1.104
H -3.470 -3.942 -0.537
H -6.065 1.500 -1.900
H -3.794 2.449 -2.025
H -2.203 -0.437 3.661
H -4.535 -1.276 4.014
H -6.205 -0.937 2.226
C 2.773 -2.366 -0.994
C 2.861 -1.919 -2.428
C 3.649 -2.598 -3.351
C 3.642 -2.126 -4.666
C 2.909 -1.016 -4.994
C 2.155 -0.317 -3.990
N 2.134 -0.848 -2.730
N 1.510 0.820 -4.204
Si 1.362 1.840 -5.513
C 0.481 3.411 -4.955
C 0.358 1.150 -6.969
C 2.995 2.451 -6.284
H 3.540 -3.109 -0.760
H 1.790 -2.798 -0.790
H 2.878 -1.507 -0.330
H 4.230 -3.463 -3.056
H 4.222 -2.636 -5.431
H 2.897 -0.638 -6.010
H -0.500 3.167 -4.539
H 0.347 4.126 -5.774
H 1.057 3.896 -4.162
H -0.596 0.756 -6.612
H 0.890 0.330 -7.462
H 0.153 1.921 -7.719
H 3.545 3.070 -5.569
H 2.806 3.056 -7.178
H 3.646 1.620 -6.567
O 0.003 -0.503 -0.701
H 0.709 -0.421 -1.378
H -0.485 0.332 -0.695
N 1.960 3.982 3.061
C 3.109 4.029 2.863
C -0.872 -5.241 2.542
N -0.058 -4.475 3.454
C 0.316 -3.167 3.238
Se -0.030 -2.098 1.834
N 1.049 -2.821 4.349
C 1.137 -3.864 5.245
C 1.750 -3.999 6.475
C 1.631 -5.228 7.122
C 0.921 -6.278 6.553
C 0.301 -6.141 5.311
C 0.422 -4.924 4.668
H -0.922 -4.692 1.604
H -1.884 -5.361 2.932
H -0.423 -6.221 2.375
H 1.427 -1.894 4.437
H 2.301 -3.180 6.919
H 2.101 -5.364 8.088
H 0.845 -7.219 7.082
H -0.256 -6.956 4.867
C 2.994 7.075 -2.234
N 1.735 6.367 -2.110
C 0.584 6.860 -2.628
C -0.585 6.211 -2.494
C -0.555 4.961 -1.776
N 0.563 4.491 -1.248
C 1.733 5.148 -1.387
O 2.802 4.753 -0.935
N -1.669 4.254 -1.628
H 2.906 7.815 -3.028
H 3.781 6.364 -2.475
H 3.260 7.568 -1.298
H 0.669 7.798 -3.163
H -1.495 6.596 -2.927
H -2.517 4.595 -2.042
H -1.685 3.325 -1.146
```